(1)
{"formula": "C22H32AsN3O4RuS2SbSe4", "method": "ωB97M-V with the def2-TZVPD basis set", "total_charge": -1, "s2": 6.0400, "spin_multiplicity": 5, "homo_energy_ev": [-4.79, -4.74], "de_lowest_kcal_mol": 69.9, "orbital_gap_ev": [5.69, 5.01], "e_lumo_ev": [0.90, 0.26], "species": ["Ru", "C", "C", "C", "C", "C", "C", "C", "S", "O", "O", "N", "C", "C", "O", "O", "H", "H", "H", "H", "H", "H", "H", "H", "H", "N", "C", "S", "N", "C", "C", "C", "C", "C", "C", "H", "H", "H", "H", "H", "H", "H", "H", "Se", "Sb", "Se", "Se", "Se", "C", "C", "As", "C", "C", "C", "C", "H", "H", "H", "H", "H", "H", "H", "H", "H", "H", "H", "H", "H", "H", "H"], "xyz": [[-0.5122, -1.3293, 1.1050], [1.1579, 0.0016, 7.3376], [1.5073, -0.4902, 5.9584], [2.3969, 0.2175, 5.1505], [2.6312, -0.1686, 3.8442], [2.0018, -1.2969, 3.3339], [1.1536, -2.0386, 4.1374], [0.9104, -1.6329, 5.4426], [2.1157, -1.5725, 1.5777], [1.2477, -2.8023, 1.4088], [3.5066, -1.7378, 1.2195], [1.3816, -0.3342, 0.9778], [1.8978, 0.4982, -0.0918], [0.9625, 0.3732, -1.3070], [1.4219, 0.6324, -2.4140], [-0.2261, -0.0098, -1.0216], [1.9455, 0.6370, 7.7415], [0.9947, -0.8312, 8.0215], [0.2360, 0.5864, 7.3028], [2.8808, 1.1075, 5.5356], [3.2797, 0.4107, 3.1983], [0.6882, -2.9375, 3.7543], [0.2122, -2.1989, 6.0483], [2.9151, 0.2386, -0.3804], [1.8689, 1.5446, 0.2215], [-3.0990, -0.7256, 3.7582], [-2.4742, 0.4570, 3.6565], [-0.9451, 0.5635, 2.9754], [-3.1477, 1.5135, 4.1693], [-2.7909, 2.8827, 4.0483], [-3.7628, 3.7748, 3.6135], [-3.4688, 5.1268, 3.5351], [-2.2110, 5.5926, 3.8884], [-1.2427, 4.6942, 4.3145], [-1.5281, 3.3410, 4.4045], [-2.6891, -1.5007, 3.2621], [-4.1009, -0.7931, 3.9280], [-4.1523, 1.3698, 4.2106], [-4.7203, 3.3843, 3.2938], [-4.2244, 5.8175, 3.1841], [-1.9861, 6.6498, 3.8348], [-0.2560, 5.0484, 4.5844], [-0.7773, 2.6450, 4.7496], [-5.8446, 1.2059, 1.9929], [-4.9144, -0.8058, 0.9077], [-2.6278, -1.5465, 0.3227], [-6.3239, -0.8478, -1.1165], [-6.1574, -1.9598, 2.7255], [-1.9488, -4.8203, 0.6314], [-0.8750, -4.4990, -0.4007], [-0.5401, -2.6037, -0.8386], [-1.5983, -2.5172, -2.4841], [-0.9659, -3.2117, -3.6869], [1.2944, -2.5974, -1.6500], [1.9335, -3.9838, -1.8132], [-1.8766, -5.8644, 0.9417], [-2.9523, -4.6310, 0.2503], [-1.8276, -4.2017, 1.5227], [-1.0587, -5.0366, -1.3318], [0.0896, -4.8345, -0.0141], [-1.7687, -1.4605, -2.6921], [-2.5653, -2.9741, -2.2710], [0.0102, -2.8099, -3.9428], [-1.6123, -3.0739, -4.5545], [-0.8535, -4.2858, -3.5236], [1.9829, -2.0064, -1.0542], [1.2409, -2.1080, -2.6177], [2.2043, -4.4090, -0.8458], [2.8655, -3.8942, -2.3757], [1.3026, -4.6955, -2.3477]], "atomic_forces_ev_per_a": [[-0.620, 2.949, 1.343], [0.030, -0.049, -0.081], [-0.017, -0.002, 0.046], [-0.015, 0.041, -0.046], [0.024, -0.061, -0.054], [-0.098, 0.252, -0.007], [0.093, -0.215, 0.080], [0.016, 0.022, -0.062], [1.141, -0.571, 0.557], [0.562, 0.889, 0.132], [-0.381, -0.011, -0.084], [0.810, -0.981, 0.910], [-0.406, -0.044, -0.279], [0.445, 0.024, 0.095], [-0.270, 0.073, -0.042], [-0.325, -0.188, -0.026], [-0.011, 0.003, 0.021], [0.003, 0.014, 0.022], [0.004, 0.017, 0.026], [-0.003, -0.008, 0.031], [0.001, 0.039, 0.038], [-0.043, 0.075, -0.087], [0.038, -0.007, 0.044], [0.024, -0.046, 0.060], [0.095, 0.011, 0.061], [0.001, 0.280, 0.025], [-0.699, -0.353, 0.328], [0.993, -0.263, -0.850], [0.089, -0.083, -0.164], [0.177, -0.001, 0.040], [0.066, -0.002, -0.062], [-0.018, 0.018, 0.036], [0.017, -0.008, 0.011], [-0.026, 0.021, -0.006], [-0.019, -0.001, 0.068], [0.009, -0.008, -0.002], [0.002, -0.035, -0.017], [-0.018, -0.062, -0.036], [-0.013, 0.089, 0.062], [-0.014, -0.009, 0.004], [0.010, -0.001, -0.037], [-0.001, -0.006, 0.014], [-0.008, -0.002, 0.009], [0.377, -0.037, 0.532], [-2.673, 0.459, -0.731], [-2.596, -0.304, -0.371], [0.997, -0.335, 0.349], [0.463, 0.106, 0.136], [-0.049, 0.227, 0.007], [0.575, -0.116, 0.383], [2.100, -1.982, -2.872], [-0.300, 0.501, -0.147], [0.068, -0.103, 0.161], [0.134, -0.730, 0.092], [0.014, 0.089, 0.080], [-0.021, -0.020, -0.086], [-0.006, -0.034, 0.031], [-0.012, -0.071, 0.020], [0.016, 0.115, -0.074], [-0.018, -0.089, -0.050], [0.014, -0.009, 0.070], [0.019, 0.098, 0.157], [-0.018, 0.047, -0.064], [-0.051, -0.019, 0.027], [-0.007, -0.006, -0.025], [-0.246, 0.144, 0.154], [-0.235, 0.204, 0.097], [-0.122, -0.028, 0.020], [-0.017, 0.073, -0.046], [-0.052, 0.019, 0.030]], "mulliken_charge": [-0.077, -1.436, 1.046, -0.806, -0.876, -0.185, -0.283, -0.679, 1.737, -0.713, -0.777, -0.127, -0.888, 0.418, -0.744, -0.465, 0.393, 0.377, 0.250, 0.338, 0.412, 0.554, 0.373, 0.361, 0.372, -0.243, 0.574, -0.218, -0.238, 0.506, -0.390, -0.744, -0.408, -0.737, 0.027, 0.045, 0.102, 0.228, 0.109, 0.369, 0.370, 0.366, 0.532, -0.450, 0.755, 0.109, -0.612, -0.537, -1.473, -0.155, 0.704, -0.569, -1.136, -0.609, -1.550, 0.423, 0.343, 0.204, 0.416, 0.336, 0.488, 0.495, 0.309, 0.414, 0.230, 0.292, 0.739, 0.265, 0.453, 0.287]}

---

(2)
{"formula": "C22H32BF4NO15", "method": "ωB97M-V with the def2-TZVPD basis set", "total_charge": 0, "spin_multiplicity": 1, "smiles": "CCO[C@@H]1CNC(=O)[C@@]1(CC)B(O)CC.O=C1OC[C@@H](F)O1.O=C1OC[C@@H](F)O1.O=C1OC[C@@H](F)O1.O=C1OC[C@@H](F)O1", "homo_energy_ev": -9.26, "orbital_gap_ev": 9.64, "e_lumo_ev": 0.37, "species": ["C", "C", "O", "C", "C", "N", "C", "O", "C", "C", "C", "B", "O", "C", "C", "H", "H", "H", "H", "H", "H", "H", "H", "H", "H", "H", "H", "H", "H", "H", "H", "H", "H", "H", "H", "O", "C", "O", "C", "C", "F", "O", "H", "H", "H", "O", "C", "O", "C", "C", "F", "O", "H", "H", "H", "O", "C", "O", "C", "C", "F", "O", "H", "H", "H", "O", "C", "O", "C", "C", "F", "O", "H", "H", "H"], "xyz": [[-0.6602, -0.5678, 0.0243], [-0.5906, 0.0469, -1.3595], [-1.7670, 0.7825, -1.6477], [-2.8274, 0.0902, -2.2547], [-3.5068, 0.9536, -3.3171], [-4.8454, 0.3771, -3.4761], [-5.1422, -0.3571, -2.3199], [-6.1540, -0.9955, -2.1795], [-4.0154, -0.2753, -1.3101], [-4.2521, 0.8451, -0.2652], [-5.6693, 0.9134, 0.3370], [-4.0032, -1.7594, -0.6693], [-4.2741, -1.9167, 0.6799], [-3.7717, -3.0468, -1.5500], [-2.3198, -3.5713, -1.4442], [-0.8278, 0.2132, 0.7753], [0.2635, -1.1068, 0.2535], [-1.4879, -1.2747, 0.0837], [-0.4211, -0.7330, -2.1161], [0.2421, 0.7508, -1.4249], [-2.4649, -0.8257, -2.7474], [-2.9641, 0.9639, -4.2662], [-3.5991, 1.9821, -2.9527], [-4.9771, -0.1946, -4.3016], [-3.5290, 0.6828, 0.5403], [-3.9823, 1.8093, -0.7120], [-6.1157, 1.8992, 0.1793], [-5.6457, 0.7294, 1.4142], [-6.3388, 0.1641, -0.0908], [-3.5673, -1.7537, 1.3194], [-4.4340, -3.8262, -1.1570], [-4.0188, -2.8798, -2.6044], [-1.9321, -3.5118, -0.4223], [-2.2622, -4.6219, -1.7472], [-1.6316, -3.0180, -2.0945], [2.2147, 2.7592, 1.1294], [1.7670, 3.3391, 0.1977], [1.4530, 4.6514, 0.1743], [1.0782, 5.0139, -1.1587], [0.6818, 3.6731, -1.7501], [0.9970, 3.5685, -3.0593], [1.4861, 2.7745, -1.0062], [1.9455, 5.4119, -1.6874], [0.2785, 5.7467, -1.1326], [-0.3669, 3.3976, -1.6197], [-2.4894, -2.3918, 3.5593], [-1.3412, -2.6651, 3.4395], [-0.4924, -2.9750, 4.4407], [0.7576, -3.3857, 3.8726], [0.7051, -2.7381, 2.5025], [1.3050, -3.4537, 1.5332], [-0.6911, -2.7019, 2.2497], [0.7783, -4.4724, 3.7765], [1.5782, -3.0412, 4.4925], [1.1064, -1.7238, 2.4693], [3.6576, -1.8611, 1.9585], [3.9084, -1.5317, 0.8451], [5.1026, -1.0838, 0.4259], [5.0607, -0.8787, -0.9884], [3.5692, -0.7452, -1.2342], [3.1795, -1.2736, -2.4181], [3.0121, -1.5077, -0.1771], [5.4551, -1.7603, -1.4960], [5.6271, 0.0099, -1.2483], [3.1920, 0.2770, -1.1656], [5.6235, 2.2442, -0.0874], [5.7577, 2.2327, 1.0948], [5.2919, 1.2745, 1.9075], [5.7641, 1.5110, 3.2326], [6.0795, 2.9951, 3.1862], [7.1556, 3.3281, 3.9348], [6.3817, 3.1994, 1.8152], [6.6751, 0.9344, 3.4012], [5.0000, 1.2358, 3.9519], [5.2482, 3.6455, 3.4619]], "atomic_forces_ev_per_a": [[0.020, 0.100, 0.026], [0.089, -0.227, 0.129], [0.066, 0.350, -0.377], [-0.315, -0.322, 0.248], [-0.007, 0.171, -0.291], [0.613, -0.428, 0.274], [-0.112, 0.333, -0.134], [-0.333, -0.332, -0.041], [0.214, -0.046, 0.166], [0.083, 0.003, 0.046], [-0.015, -0.079, 0.099], [-0.173, 0.249, 0.237], [0.614, -0.226, -0.294], [0.158, -0.020, 0.017], [0.049, -0.083, -0.052], [0.093, -0.122, -0.083], [-0.090, 0.065, -0.036], [0.056, -0.051, 0.029], [-0.089, 0.114, 0.028], [-0.081, -0.061, 0.013], [0.084, 0.077, 0.117], [-0.047, 0.046, 0.140], [0.116, -0.077, -0.079], [-0.304, 0.325, -0.113], [-0.001, 0.076, -0.125], [-0.073, -0.114, 0.067], [0.012, -0.130, -0.020], [0.014, 0.040, -0.130], [0.070, 0.126, 0.015], [-0.350, 0.114, 0.107], [-0.052, 0.121, -0.131], [-0.042, -0.112, 0.093], [-0.044, -0.029, -0.061], [-0.002, 0.145, 0.016], [-0.095, 0.007, 0.143], [0.089, -0.040, -0.021], [0.093, 0.126, -0.037], [0.003, 0.063, 0.039], [0.017, -0.031, -0.030], [-0.077, 0.020, 0.102], [0.117, 0.018, -0.054], [-0.100, -0.190, 0.075], [-0.017, 0.005, -0.035], [-0.035, -0.032, 0.088], [-0.012, -0.018, -0.097], [-0.040, 0.031, 0.012], [0.017, -0.125, -0.115], [-0.038, -0.018, 0.091], [0.060, -0.060, -0.077], [0.058, 0.251, 0.003], [-0.136, -0.349, -0.002], [-0.003, 0.174, -0.049], [0.026, -0.002, -0.011], [-0.041, 0.068, 0.030], [0.033, -0.035, -0.015], [0.000, -0.079, 0.082], [0.032, 0.254, -0.085], [0.180, -0.280, -0.023], [-0.054, -0.003, -0.092], [0.019, 0.164, 0.072], [0.024, -0.133, -0.003], [-0.106, 0.102, 0.121], [-0.038, 0.003, -0.052], [-0.033, 0.035, 0.117], [-0.011, 0.005, -0.091], [0.099, -0.027, 0.056], [-0.084, 0.072, -0.099], [-0.105, -0.158, 0.084], [0.067, 0.045, 0.020], [-0.074, 0.016, -0.090], [0.082, -0.076, -0.040], [-0.121, 0.127, 0.008], [0.007, 0.027, 0.062], [-0.072, 0.015, -0.060], [0.046, 0.030, 0.071]], "mulliken_charge": [0.181, -0.189, -0.212, -0.377, -1.062, -0.307, -0.454, -0.592, 1.829, -0.730, -1.323, 0.267, -0.593, -0.259, -0.952, 0.302, -0.085, -0.383, 0.257, 0.071, 0.232, 0.430, 0.302, 0.346, 0.241, 0.408, 0.335, 0.339, 0.324, 0.220, 0.410, 0.242, 0.144, 0.407, 0.237, -0.483, 0.561, -0.345, -0.520, 0.468, -0.315, -0.208, 0.285, 0.290, 0.228, -0.514, 0.558, -0.348, -0.535, 0.300, -0.296, -0.116, 0.277, 0.279, 0.411, -0.547, 0.755, -0.356, -0.509, 0.761, -0.324, -0.243, 0.282, 0.313, -0.049, -0.517, 0.589, -0.179, -0.495, 0.323, -0.298, -0.348, 0.292, 0.291, 0.274]}

---

(3)
{"formula": "C22H32F3N3O3S", "method": "ωB97M-V with the def2-TZVPD basis set", "total_charge": 0, "spin_multiplicity": 1, "smiles": "CN(C)C1(CNC(=O)C2CCN(S(=O)(=O)c3ccccc3C(F)(F)F)CC2)CCCCC1", "homo_energy_ev": -8.55, "de_lowest_kcal_mol": 15.0, "orbital_gap_ev": 8.88, "e_lumo_ev": 0.33, "species": ["C", "N", "C", "C", "C", "N", "C", "O", "C", "C", "C", "N", "S", "O", "O", "C", "C", "C", "C", "C", "C", "C", "F", "F", "F", "C", "C", "C", "C", "C", "C", "C", "H", "H", "H", "H", "H", "H", "H", "H", "H", "H", "H", "H", "H", "H", "H", "H", "H", "H", "H", "H", "H", "H", "H", "H", "H", "H", "H", "H", "H", "H", "H", "H"], "xyz": [[-2.5614, -0.0662, 3.4415], [-2.2650, -0.9099, 2.2972], [-3.4554, -1.0577, 1.4849], [-1.4999, -2.1361, 2.6102], [-0.0607, -1.6597, 2.9287], [0.4085, -0.7441, 1.9201], [1.4052, -1.0472, 1.0682], [2.0984, -2.0403, 1.1727], [1.5781, -0.0230, -0.0526], [3.0390, 0.0345, -0.5160], [3.1293, 0.4593, -1.9862], [2.0233, 1.3206, -2.3643], [2.0725, 2.8643, -1.7262], [1.1220, 3.0608, -0.6744], [3.4392, 3.2138, -1.4897], [1.5814, 3.7683, -3.2183], [2.4932, 3.6277, -4.2503], [2.2894, 4.2531, -5.4669], [1.1576, 5.0302, -5.6535], [0.2419, 5.1796, -4.6277], [0.4483, 4.5495, -3.4023], [-0.5726, 4.7450, -2.3089], [-1.1430, 3.5937, -1.9227], [-0.0808, 5.3551, -1.2302], [-1.5987, 5.5178, -2.7215], [0.7256, 0.6742, -2.2952], [0.6838, -0.4291, -1.2301], [-1.4629, -3.0652, 1.3848], [-0.7093, -4.3692, 1.6389], [-1.3246, -5.1165, 2.8161], [-1.3359, -4.2344, 4.0588], [-2.0791, -2.9257, 3.8004], [-1.6923, 0.0338, 4.0846], [-2.8204, 0.9276, 3.0724], [-3.4044, -0.4346, 4.0434], [-3.9076, -0.0727, 1.3734], [-4.2107, -1.7263, 1.9244], [-3.1982, -1.4141, 0.4903], [0.6364, -2.4953, 2.9416], [-0.0264, -1.1722, 3.9074], [-0.2164, 0.0218, 1.7152], [1.2560, 0.9608, 0.2991], [3.4868, -0.9527, -0.3810], [3.5826, 0.7485, 0.1032], [3.1050, -0.4040, -2.6560], [4.0459, 1.0202, -2.1649], [3.3677, 3.0262, -4.0648], [3.0088, 4.1384, -6.2628], [0.9856, 5.5262, -6.5961], [-0.6365, 5.7890, -4.7729], [0.4903, 0.2655, -3.2851], [-0.0042, 1.4474, -2.0553], [1.0448, -1.3749, -1.6389], [-0.3467, -0.5693, -0.9004], [-2.4835, -3.3330, 1.1101], [-1.0060, -2.5361, 0.5467], [0.3473, -4.1755, 1.8227], [-0.7708, -4.9855, 0.7390], [-0.7632, -6.0313, 3.0146], [-2.3503, -5.4014, 2.5669], [-0.3108, -4.0220, 4.3654], [-1.8229, -4.7624, 4.8824], [-2.0454, -2.3150, 4.7041], [-3.1275, -3.1502, 3.5857]], "atomic_forces_ev_per_a": [[-0.050, 0.012, -0.073], [-0.073, 0.061, -0.027], [0.075, -0.037, -0.078], [0.092, -0.089, 0.053], [-0.106, -0.179, -0.006], [-0.232, 0.085, 0.329], [0.070, 0.652, -0.162], [0.182, -0.414, -0.071], [0.099, -0.422, 0.021], [-0.043, -0.072, -0.042], [0.559, -0.051, 0.291], [0.203, 0.985, 0.456], [-0.227, 0.111, -0.718], [0.003, -0.143, -0.098], [0.289, -0.232, -0.089], [0.058, -0.138, 0.328], [0.080, 0.064, -0.126], [-0.018, -0.017, 0.109], [-0.012, -0.012, 0.044], [0.048, -0.069, 0.120], [-0.148, 0.049, 0.170], [-0.586, 0.271, 0.134], [0.017, -0.212, -0.029], [0.212, 0.036, 0.045], [-0.009, 0.139, -0.290], [-0.598, -0.188, -0.215], [0.097, 0.237, 0.048], [0.209, 0.058, 0.109], [-0.228, -0.061, -0.005], [0.265, 0.065, 0.061], [-0.253, -0.103, -0.067], [0.228, 0.123, -0.078], [0.038, 0.032, 0.104], [-0.030, 0.031, 0.088], [0.023, 0.004, 0.063], [-0.053, 0.002, -0.024], [-0.046, -0.018, -0.006], [-0.098, -0.041, -0.033], [-0.052, 0.088, 0.116], [-0.003, -0.107, 0.007], [0.093, -0.060, -0.138], [-0.004, -0.135, 0.045], [0.003, 0.077, 0.034], [0.072, -0.027, 0.016], [-0.006, 0.084, -0.009], [0.067, -0.250, -0.060], [0.158, -0.072, -0.137], [0.077, -0.023, -0.054], [-0.012, 0.038, -0.091], [-0.034, 0.002, 0.038], [-0.047, 0.062, 0.102], [-0.153, -0.173, -0.090], [-0.046, -0.057, 0.014], [-0.032, -0.069, -0.052], [-0.059, 0.057, -0.075], [-0.092, 0.068, -0.109], [0.082, -0.016, -0.042], [0.084, 0.022, -0.016], [-0.062, -0.065, -0.014], [-0.062, -0.061, -0.003], [0.077, -0.032, 0.081], [0.092, 0.027, 0.054], [-0.086, 0.067, 0.017], [-0.090, 0.036, 0.031]], "mulliken_charge": [-1.274, 0.063, -1.098, 1.970, -2.223, 0.156, -0.272, -0.734, 1.098, -0.944, -1.091, 0.260, 1.499, -0.646, -0.822, 0.300, -0.903, -0.632, -0.517, -0.667, 0.155, 0.985, -0.233, -0.244, -0.308, -1.023, -0.446, -1.164, -0.687, -0.761, -0.726, -1.234, 0.354, 0.424, 0.392, 0.396, 0.284, 0.291, 0.696, 0.258, 0.433, 0.363, 0.399, 0.327, 0.488, 0.467, 0.403, 0.414, 0.394, 0.502, 0.324, 0.451, 0.309, 0.167, 0.760, -0.043, 0.227, 0.434, 0.408, 0.318, 0.339, 0.408, 0.400, 0.379]}

---

no.,E (eV)
1,-389008.65407
2,-67084.13862
3,-52934.65816